ORCA calculation (wB97M-V/def2-TZVPD) on a 18-piece molecular cluster, C68H186N14O20 overall in a non-equilibrium geometry.

- E_HOMO (alpha / beta) (eV) = 0.75 / -6.55
- LUMO energy (alpha / beta) (eV) = 1.78 / 1.93
- 2S+1 = 2
- total charge = -1
- gap between HOMO and LUMO (alpha / beta) (eV) = 1.0 / 8.5
- ⟨S²⟩ = 0.75

Bonds (Å) are listed after each position.
Geometry (Å):
1 C -6.96 3.26 1.87  C2 1.488, H7 1.090, H8 1.090, H9 1.090
2 C -5.63 3.54 1.26  C1 1.488, C3 1.518, N6 1.430, H10 1.090
3 C -4.84 2.26 1.06  C2 1.518, O4 1.393, H11 1.090, H12 1.090
4 O -4.65 1.59 2.26  C3 1.393, C5 1.445
5 C -4.16 0.24 2.08  O4 1.445, H13 1.090, H14 1.090, H15 1.090
6 N -5.81 4.33 0.09  C2 1.430, H16 1.010, H17 1.010
7 H -7.60 4.15 1.85  C1 1.090
8 H -6.90 3.08 2.94  C1 1.090
9 H -7.57 2.45 1.48  C1 1.090
10 H -5.16 4.20 2.00  C2 1.090
11 H -3.87 2.49 0.61  C3 1.090
12 H -5.40 1.66 0.34  C3 1.090
13 H -4.52 -0.36 2.91  C5 1.090
14 H -3.08 0.25 2.14  C5 1.090
15 H -4.43 -0.25 1.14  C5 1.090
16 H -4.96 4.40 -0.45  N6 1.010
17 H -6.44 3.88 -0.56  N6 1.010
18 C 2.24 -0.49 5.79  C19 1.531, H24 1.090, H25 1.090, H26 1.090
19 C 0.72 -0.55 5.92  C18 1.531, C20 1.584, N23 1.448, H27 1.090
20 C 0.20 0.52 6.97  C19 1.584, O21 1.442, H28 1.090, H29 1.090
21 O 0.76 0.26 8.28  C20 1.442, C22 1.475
22 C 0.14 -0.80 9.09  O21 1.475, H30 1.090, H31 1.090, H32 1.090
23 N 0.20 -0.21 4.61  C19 1.448, H33 1.010, H34 1.010
24 H 2.69 0.38 5.31  C18 1.090
25 H 2.63 -1.34 5.22  C18 1.090
26 H 2.57 -0.57 6.83  C18 1.090
27 H 0.35 -1.54 6.17  C19 1.090
28 H -0.88 0.49 7.04  C20 1.090
29 H 0.54 1.51 6.65  C20 1.090
30 H -0.10 -1.70 8.52  C22 1.090
31 H -0.87 -0.51 9.39  C22 1.090
32 H 0.64 -1.03 10.03  C22 1.090
33 H 0.49 0.71 4.32  N23 1.010
34 H -0.80 -0.10 4.70  N23 1.010
35 C -1.53 2.41 3.11  C36 1.505, H41 1.090, H42 1.090, H43 1.090
36 C -0.60 3.48 3.62  C35 1.505, C37 1.526, N40 1.477, H44 1.090
37 C -1.14 4.27 4.80  C36 1.526, O38 1.388, H45 1.090, H46 1.090
38 O -2.19 5.06 4.34  C37 1.388, C39 1.415
39 C -2.93 5.76 5.32  O38 1.415, H47 1.090, H48 1.090, H49 1.090
40 N 0.72 2.92 3.97  C36 1.477, H50 1.010, H51 1.010
41 H -2.43 2.87 2.70  C35 1.090
42 H -1.82 1.67 3.85  C35 1.090
43 H -1.10 1.84 2.29  C35 1.090
44 H -0.41 4.21 2.84  C36 1.090
45 H -0.38 4.95 5.19  C37 1.090
46 H -1.39 3.58 5.61  C37 1.090
47 H -3.22 5.13 6.15  C39 1.090
48 H -3.85 6.19 4.92  C39 1.090
49 H -2.35 6.63 5.64  C39 1.090
50 H 1.39 3.68 4.04  N40 1.010
51 H 1.05 2.47 3.13  N40 1.010
52 C 0.64 -0.09 -3.39  C53 1.470, H58 1.090, H59 1.090, H60 1.090
53 C 1.89 -0.82 -3.13  C52 1.470, C54 1.525, N57 1.453, H61 1.090
54 C 3.10 0.09 -2.95  C53 1.525, O55 1.434, H62 1.090, H63 1.090
55 O 3.33 0.91 -4.10  C54 1.434, C56 1.400
56 C 4.49 1.67 -3.97  O55 1.400, H64 1.090, H65 1.090, H66 1.090
57 N 1.57 -1.61 -1.95  C53 1.453, H67 1.010, H68 1.010
58 H 0.77 0.67 -4.17  C52 1.090
59 H 0.28 0.51 -2.55  C52 1.090
60 H -0.13 -0.77 -3.74  C52 1.090
61 H 2.00 -1.47 -4.00  C53 1.090
62 H 4.01 -0.50 -2.78  C54 1.090
63 H 2.99 0.62 -2.01  C54 1.090
64 H 4.47 2.23 -4.90  C56 1.090
65 H 5.37 1.02 -4.04  C56 1.090
66 H 4.50 2.15 -2.99  C56 1.090
67 H 1.22 -0.93 -1.30  N57 1.010
68 H 0.81 -2.17 -2.30  N57 1.010
69 C 3.20 6.72 -0.27  C70 1.549, H75 1.090, H76 1.090, H77 1.090
70 C 4.09 6.02 -1.33  C69 1.549, C71 1.546, N74 1.482, H78 1.090
71 C 3.38 5.73 -2.67  C70 1.546, O72 1.449, H79 1.090, H80 1.090
72 O 2.40 4.67 -2.52  C71 1.449, C73 1.397
73 C 1.78 4.13 -3.64  O72 1.397, H81 1.090, H82 1.090, H83 1.090
74 N 5.34 6.80 -1.44  C70 1.482, H84 1.010, H85 1.010
75 H 3.70 6.82 0.69  C69 1.090
76 H 2.33 6.11 0.00  C69 1.090
77 H 2.91 7.70 -0.63  C69 1.090
78 H 4.34 5.03 -0.94  C70 1.090
79 H 4.13 5.43 -3.40  C71 1.090
80 H 2.95 6.67 -3.02  C71 1.090
81 H 1.22 4.88 -4.21  C73 1.090
82 H 1.06 3.38 -3.32  C73 1.090
83 H 2.53 3.63 -4.26  C73 1.090
84 H 5.95 6.37 -2.13  N74 1.010
85 H 5.02 7.61 -1.94  N74 1.010
86 C -5.88 2.72 -2.79  C87 1.581, H92 1.090, H93 1.090, H94 1.090
87 C -7.46 2.65 -2.77  C86 1.581, C88 1.468, N91 1.462, H95 1.090
88 C -7.92 1.29 -2.48  C87 1.468, O89 1.461, H96 1.090, H97 1.090
89 O -7.43 0.33 -3.47  C88 1.461, C90 1.421
90 C -7.96 -0.98 -3.29  O89 1.421, H98 1.090, H99 1.090, H100 1.090
91 N -7.93 3.62 -1.78  C87 1.462, H101 1.010, H102 1.010
92 H -5.59 3.74 -3.04  C86 1.090
93 H -5.50 2.09 -3.59  C86 1.090
94 H -5.36 2.43 -1.88  C86 1.090
95 H -7.83 2.99 -3.74  C87 1.090
96 H -8.99 1.22 -2.33  C88 1.090
97 H -7.39 0.90 -1.60  C88 1.090
98 H -8.99 -1.16 -3.58  C90 1.090
99 H -7.90 -1.26 -2.24  C90 1.090
100 H -7.27 -1.66 -3.79  C90 1.090
101 H -8.92 3.65 -1.58  N91 1.010
102 H -7.68 4.57 -2.04  N91 1.010
103 C -3.58 -3.87 2.10  C104 1.546, H109 1.090, H110 1.090, H111 1.090
104 C -4.77 -4.34 1.23  C103 1.546, C105 1.509, N108 1.471, H112 1.090
105 C -5.50 -3.22 0.54  C104 1.509, O106 1.424, H113 1.090, H114 1.090
106 O -6.43 -2.62 1.44  C105 1.424, C107 1.416
107 C -7.18 -1.59 0.82  O106 1.416, H115 1.090, H116 1.090, H117 1.090
108 N -4.27 -5.43 0.37  C104 1.471, H118 1.010, H119 1.010
109 H -2.89 -4.71 2.24  C103 1.090
110 H -3.87 -3.43 3.05  C103 1.090
111 H -2.95 -3.17 1.55  C103 1.090
112 H -5.53 -4.65 1.95  C104 1.090
113 H -5.99 -3.79 -0.26  C105 1.090
114 H -4.78 -2.50 0.14  C105 1.090
115 H -7.87 -1.93 0.05  C107 1.090
116 H -6.51 -0.80 0.47  C107 1.090
117 H -7.79 -1.06 1.56  C107 1.090
118 H -5.03 -5.82 -0.17  N108 1.010
119 H -4.00 -6.17 1.00  N108 1.010
120 C 5.54 0.41 3.69  C121 1.514, H126 1.090, H127 1.090, H128 1.090
121 C 7.01 0.68 3.94  C120 1.514, C122 1.546, N125 1.408, H129 1.090
122 C 7.88 -0.59 3.87  C121 1.546, O123 1.439, H130 1.090, H131 1.090
123 O 7.48 -1.60 4.82  C122 1.439, C124 1.427
124 C 8.36 -2.71 4.94  O123 1.427, H132 1.090, H133 1.090, H134 1.090
125 N 7.42 1.65 3.01  C121 1.408, H135 1.010, H136 1.010
126 H 4.98 1.35 3.77  C120 1.090
127 H 5.23 -0.23 4.52  C120 1.090
128 H 5.33 -0.12 2.76  C120 1.090
129 H 7.20 1.13 4.91  C121 1.090
130 H 8.92 -0.33 4.05  C122 1.090
131 H 7.81 -0.93 2.83  C122 1.090
132 H 9.29 -2.46 5.46  C124 1.090
133 H 8.69 -3.06 3.96  C124 1.090
134 H 7.87 -3.54 5.46  C124 1.090
135 H 6.76 2.41 3.05  N125 1.010
136 H 7.20 1.30 2.09  N125 1.010
137 C 4.35 -3.29 4.63  C138 1.514, H143 1.090, H144 1.090, H145 1.090
138 C 4.23 -3.27 3.12  C137 1.514, C139 1.519, N142 1.426, H146 1.090
139 C 5.57 -3.51 2.44  C138 1.519, O140 1.452, H147 1.090, H148 1.090
140 O 5.36 -3.08 1.07  C139 1.452, C141 1.414
141 C 6.52 -3.27 0.28  O140 1.414, H149 1.090, H150 1.090, H151 1.090
142 N 3.24 -4.16 2.62  C138 1.426, H152 1.010, H153 1.010
143 H 4.70 -2.34 5.01  C137 1.090
144 H 5.12 -3.97 5.00  C137 1.090
145 H 3.39 -3.48 5.11  C137 1.090
146 H 3.94 -2.25 2.86  C138 1.090
147 H 5.76 -4.58 2.47  C139 1.090
148 H 6.37 -3.00 2.98  C139 1.090
149 H 6.54 -2.65 -0.62  C141 1.090
150 H 6.66 -4.29 -0.06  C141 1.090
151 H 7.42 -2.99 0.83  C141 1.090
152 H 2.42 -3.69 2.99  N142 1.010
153 H 3.23 -3.98 1.63  N142 1.010
154 C 4.05 -4.49 -2.40  C155 1.502, H160 1.090, H161 1.090, H162 1.090
155 C 3.21 -4.82 -1.20  C154 1.502, C156 1.546, N159 1.410, H163 1.090
156 C 3.79 -6.00 -0.39  C155 1.546, O157 1.401, H164 1.090, H165 1.090
157 O 3.62 -7.15 -1.18  C156 1.401, C158 1.413
158 C 4.15 -8.30 -0.56  O157 1.413, H166 1.090, H167 1.090, H168 1.090
159 N 3.06 -3.63 -0.45  C155 1.410, H169 1.010, H170 1.010
160 H 4.98 -4.05 -2.05  C154 1.090
161 H 3.48 -3.88 -3.10  C154 1.090
162 H 4.33 -5.42 -2.89  C154 1.090
163 H 2.18 -5.02 -1.46  C155 1.090
164 H 3.33 -6.02 0.60  C156 1.090
165 H 4.84 -5.83 -0.16  C156 1.090
166 H 3.79 -8.47 0.46  C158 1.090
167 H 5.23 -8.19 -0.43  C158 1.090
168 H 3.90 -9.25 -1.03  C158 1.090
169 H 2.73 -2.88 -1.04  N159 1.010
170 H 4.03 -3.45 -0.23  N159 1.010
171 C -0.59 5.84 -7.28  C172 1.592, H177 1.090, H178 1.090, H179 1.090
172 C -0.81 4.41 -7.94  C171 1.592, C173 1.509, N176 1.439, H180 1.090
173 C -1.51 3.41 -7.05  C172 1.509, O174 1.453, H181 1.090, H182 1.090
174 O -1.11 3.36 -5.66  C173 1.453, C175 1.411
175 C -1.93 2.49 -4.93  O174 1.411, H183 1.090, H184 1.090, H185 1.090
176 N -1.48 4.55 -9.20  C172 1.439, H186 1.010, H187 1.010
177 H -1.53 6.16 -6.82  C171 1.090
178 H -0.32 6.58 -8.03  C171 1.090
179 H 0.21 5.85 -6.54  C171 1.090
180 H 0.15 3.99 -8.23  C172 1.090
181 H -1.43 2.44 -7.56  C173 1.090
182 H -2.54 3.76 -7.11  C173 1.090
183 H -2.08 1.51 -5.39  C175 1.090
184 H -2.87 2.93 -4.61  C175 1.090
185 H -1.42 2.16 -4.02  C175 1.090
186 H -2.46 4.80 -9.15  N176 1.010
187 H -1.64 3.67 -9.68  N176 1.010
188 C -8.34 -4.11 -5.42  C189 1.527, H194 1.090, H195 1.090, H196 1.090
189 C -7.15 -3.87 -6.34  C188 1.527, C190 1.588, N193 1.471, H197 1.090
190 C -5.79 -4.37 -5.68  C189 1.588, O191 1.538, H198 1.090, H199 1.090
191 O -5.38 -3.38 -4.57  C190 1.538, C192 1.437
192 C -4.09 -3.62 -3.99  O191 1.437, H200 1.090, H201 1.090, H202 1.090
193 N -7.36 -4.61 -7.59  C189 1.471, H203 1.010, H204 1.010
194 H -9.27 -3.80 -5.89  C188 1.090
195 H -8.20 -3.48 -4.54  C188 1.090
196 H -8.42 -5.15 -5.08  C188 1.090
197 H -7.06 -2.81 -6.59  C189 1.090
198 H -5.01 -4.43 -6.44  C190 1.090
199 H -5.91 -5.40 -5.36  C190 1.090
200 H -4.07 -3.25 -2.96  C192 1.090
201 H -3.30 -3.08 -4.51  C192 1.090
202 H -3.91 -4.70 -3.97  C192 1.090
203 H -7.71 -5.54 -7.41  N193 1.010
204 H -8.15 -4.23 -8.10  N193 1.010
205 C 1.75 3.22 0.79  O206 1.424, H214 1.090, H215 1.090, H216 1.090
206 O 1.18 1.99 1.22  C205 1.424, C207 1.445
207 C 2.09 0.87 1.15  O206 1.445, C208 1.523, H217 1.090, H218 1.090
208 C 1.31 -0.43 1.32  C207 1.523, N209 1.478, H219 1.090, H220 1.090
209 N 0.18 -0.36 0.37  C208 1.478, C210 1.492, H221 1.010
210 C -0.73 -1.53 0.52  N209 1.492, C211 1.541, H222 1.090, H223 1.090
211 C -1.69 -1.51 -0.68  C210 1.541, O212 1.481, H224 1.090, H225 1.090
212 O -2.63 -0.37 -0.53  C211 1.481, C213 1.455
213 C -3.45 -0.26 -1.73  O212 1.455, H226 1.090, H227 1.090, H228 1.090
214 H 2.56 3.38 1.50  C205 1.090
215 H 1.09 4.08 0.90  C205 1.090
216 H 2.06 3.10 -0.25  C205 1.090
217 H 2.83 0.90 1.96  C207 1.090
218 H 2.63 0.94 0.21  C207 1.090
219 H 0.91 -0.58 2.33  C208 1.090
220 H 1.99 -1.28 1.24  C208 1.090
221 H -0.25 0.54 0.51  N209 1.010
222 H -1.28 -1.40 1.46  C210 1.090
223 H -0.12 -2.43 0.47  C210 1.090
224 H -2.17 -2.47 -0.84  C211 1.090
225 H -1.11 -1.29 -1.59  C211 1.090
226 H -3.93 -1.16 -2.12  C213 1.090
227 H -2.86 0.26 -2.48  C213 1.090
228 H -4.28 0.41 -1.48  C213 1.090
229 C 2.39 6.08 3.68  O230 1.336, H238 1.090, H239 1.090, H240 1.090
230 O 2.87 4.87 3.97  C229 1.336, C231 1.397
231 C 4.22 4.87 4.34  O230 1.397, C232 1.543, H241 1.090, H242 1.090
232 C 5.19 4.97 3.14  C231 1.543, N233 1.481, H243 1.090, H244 1.090
233 N 5.21 3.66 2.45  C232 1.481, C234 1.480, H245 1.010
234 C 5.89 3.81 1.14  N233 1.480, C235 1.563, H246 1.090, H247 1.090
235 C 5.58 2.68 0.11  C234 1.563, O236 1.424, H248 1.090, H249 1.090
236 O 6.34 1.53 0.48  C235 1.424, C237 1.407
237 C 6.01 0.36 -0.21  O236 1.407, H250 1.090, H251 1.090, H252 1.090
238 H 2.75 6.61 2.79  C229 1.090
239 H 2.50 6.71 4.56  C229 1.090
240 H 1.34 6.02 3.40  C229 1.090
241 H 4.49 3.93 4.84  C231 1.090
242 H 4.46 5.61 5.10  C231 1.090
243 H 6.20 5.14 3.50  C232 1.090
244 H 4.98 5.84 2.52  C232 1.090
245 H 4.23 3.43 2.34  N233 1.010
246 H 6.96 3.94 1.33  C234 1.090
247 H 5.60 4.75 0.68  C234 1.090
248 H 5.84 2.84 -0.93  C235 1.090
249 H 4.50 2.57 0.20  C235 1.090
250 H 4.99 0.02 -0.02  C237 1.090
251 H 6.67 -0.44 0.12  C237 1.090
252 H 6.18 0.41 -1.29  C237 1.090
253 C -1.26 -7.24 -1.65  C254 1.491, H256 1.090, H257 1.090, H258 1.090
254 C -1.16 -5.94 -0.93  C253 1.491, O255 1.393, H259 1.090, H260 1.090
255 O -2.16 -5.08 -1.37  C254 1.393, H261 0.960
256 H -0.88 -7.18 -2.66  C253 1.090
257 H -2.29 -7.59 -1.66  C253 1.090
258 H -0.64 -7.98 -1.15  C253 1.090
259 H -0.23 -5.49 -1.29  C254 1.090
260 H -1.19 -5.99 0.16  C254 1.090
261 H -2.97 -5.30 -0.90  O255 0.960
262 C -1.57 2.92 -0.80  C263 1.548, H265 1.090, H266 1.090, H267 1.090
263 C -1.95 4.29 -1.41  C262 1.548, O264 1.414, H268 1.090, H269 1.090
264 O -3.19 4.72 -0.88  C263 1.414, H270 0.960
265 H -2.34 2.16 -0.92  C262 1.090
266 H -1.55 3.03 0.28  C262 1.090
267 H -0.58 2.64 -1.17  C262 1.090
268 H -2.01 4.24 -2.50  C263 1.090
269 H -1.20 5.06 -1.22  C263 1.090
270 H -3.02 5.08 0.00  O264 0.960
271 C -0.74 -4.97 -4.80  C272 1.555, H274 1.090, H275 1.090, H276 1.090
272 C 0.26 -4.17 -3.92  C271 1.555, O273 1.419, H277 1.090, H278 1.090
273 O -0.58 -3.38 -3.09  C272 1.419, H279 0.960
274 H -1.42 -5.52 -4.15  C271 1.090
275 H -0.18 -5.76 -5.31  C271 1.090
276 H -1.15 -4.43 -5.66  C271 1.090
277 H 0.85 -3.53 -4.57  C272 1.090
278 H 0.87 -4.82 -3.29  C272 1.090
279 H -1.07 -3.99 -2.53  O273 0.960
280 C 0.46 -5.22 3.74  C281 1.510, H283 1.090, H284 1.090, H285 1.090
281 C -0.20 -3.87 3.89  C280 1.510, O282 1.373, H286 1.090, H287 1.090
282 O 0.68 -2.90 3.48  C281 1.373, H288 0.960
283 H -0.22 -5.95 4.20  C280 1.090
284 H 1.38 -5.16 4.33  C280 1.090
285 H 0.74 -5.52 2.73  C280 1.090
286 H -0.31 -3.64 4.95  C281 1.090
287 H -1.13 -3.67 3.37  C281 1.090
288 H 0.39 -2.02 3.74  O282 0.960